# 1
The following is a DFT calculation (ωB97M-V with the def2-TZVPD basis set) of an isolated molecule of C2H4OS2 in a non-equilibrium geometry.

Molecular weight   108.19 u
Kohn-Sham gap   8.2 eV
Energy relative to the best compared isomer or geometry (same formula, charge and spin)   50.4 kcal per mole
Energy   -950.12831 a.u.
Multiplicity   1

XYZ file:
```
9
C2H4OS2, DFT ωB97M-V with the def2-TZVPD basis set
C -0.04684 0.84056 0.04051
C -1.03102 -0.16742 -0.24405
O 1.88526 -0.89997 -0.83820
S 1.53764 -0.20888 0.41679
S -1.70066 -1.04724 0.93587
H 0.09852 1.37706 -0.90373
H -0.21383 1.54820 0.86410
H -1.16182 -0.46097 -1.30409
H 0.63274 -0.98133 1.03279
```

# 2
The following is a DFT calculation (ωB97M-V with the def2-TZVPD basis set) of an isolated molecule of C3H2O3.

Molecular weight   86.05 u
Kohn-Sham gap   9.2 eV
Energy relative to the best compared isomer or geometry (same formula, charge and spin)   83.8 kcal per mole
Energy   -341.10333 a.u.
Multiplicity   1

XYZ file:
```
8
C3H2O3, DFT ωB97M-V with the def2-TZVPD basis set
O 0.81621 2.29099 1.05577
C 0.76764 1.08219 1.13598
C -0.18708 0.31035 0.32538
O 0.33006 -0.27440 -0.71355
C -0.76007 -1.11818 -1.15266
O -0.67404 -2.29168 -1.07318
H 1.30163 0.49962 1.92089
H -1.59434 -0.49888 -1.49864
```

# 3
The following is a DFT calculation (ωB97M-V with the def2-TZVPD basis set) of a structure of composition C3H2N2 in a non-equilibrium geometry.

Molecular weight   66.06 u
Kohn-Sham gap   8.7 eV
Energy relative to the best compared isomer or geometry (same formula, charge and spin)   151.2 kcal per mole
Energy   -224.75617 a.u.
Multiplicity   1

XYZ file:
```
7
C3H2N2, DFT ωB97M-V with the def2-TZVPD basis set
C 0.77024 0.13003 0.43986
C 0.48252 1.19093 -1.62313
C -0.37354 -0.65304 0.60527
N -0.06141 0.27709 -1.07340
N -0.92857 -0.60374 -0.54172
H 0.72612 1.07655 0.96151
H -0.61537 -1.41781 1.23161
```

# 4
The following is a DFT calculation (ωB97M-V with the def2-TZVPD basis set) of a structure of composition C27H71BN4O5SSi.

Molecular weight   602.85 u
Kohn-Sham gap   8.1 eV
Energy   -2379.22565 a.u.
Multiplicity   1

XYZ file:
```
110
C27H71BN4O5SSi, DFT ωB97M-V with the def2-TZVPD basis set
C -7.89375 -3.28074 1.56590
Si -6.91855 -2.67616 0.10097
C -7.31925 -3.69773 -1.40901
C -7.26620 -0.88397 -0.22580
O -5.24560 -2.73547 0.40429
S -4.57702 -3.97964 1.20146
O -4.59565 -3.64602 2.60362
O -3.08008 -3.64958 0.69268
B -2.64744 -4.21706 -0.52290
O -2.45204 -5.56959 -0.59223
O -2.32922 -3.37004 -1.55002
H -7.36541 -3.12704 2.50835
H -8.13137 -4.34363 1.48387
H -8.83895 -2.73351 1.59904
H -8.33041 -4.10240 -1.33241
H -6.63915 -4.54885 -1.50082
H -7.24807 -3.11318 -2.32780
H -7.00144 -0.28307 0.64703
H -6.65375 -0.52311 -1.05494
H -8.32089 -0.73442 -0.46336
H -2.97490 -6.01521 -1.27017
H -3.04966 -2.81527 -1.86762
C 0.70161 2.95475 1.17713
C 0.44576 1.45721 1.12748
N -0.82982 1.10227 0.53452
C -1.18610 -0.29367 0.73402
C -0.30262 -1.36568 0.08601
C -1.07063 1.63836 -0.79520
C -0.06402 1.29434 -1.90184
H -0.10166 3.48202 1.69358
H 1.63160 3.13463 1.71872
H 0.81283 3.38910 0.18258
H 0.44384 1.06515 2.14886
H 1.30096 0.97760 0.61987
H -2.21758 -0.42811 0.39531
H -1.20608 -0.46852 1.81384
H -0.45876 -1.43376 -0.98874
H -0.55528 -2.33828 0.51102
H 0.75872 -1.19227 0.27371
H -1.12972 2.72627 -0.71332
H -2.07113 1.31645 -1.09663
H 0.96594 1.39816 -1.55537
H -0.19517 1.97664 -2.74402
H -0.19004 0.28054 -2.27894
C 7.53948 0.02814 0.20618
C 6.73399 1.04107 1.00312
N 5.41530 1.27799 0.44023
C 4.73909 2.42927 1.00961
C 4.36119 2.38599 2.49483
C 4.58899 0.09738 0.23769
C 4.26617 -0.77719 1.45567
H 7.59554 0.32364 -0.84191
H 8.55521 -0.03461 0.59907
H 7.11053 -0.97334 0.25636
H 7.25923 2.00043 0.99098
H 6.70494 0.72135 2.05742
H 3.83575 2.60796 0.41807
H 5.37910 3.30151 0.84245
H 3.51771 1.72105 2.67956
H 4.06515 3.38382 2.82603
H 5.19322 2.07149 3.12600
H 5.07655 -0.52718 -0.51450
H 3.65681 0.43281 -0.22660
H 5.14977 -0.95175 2.07212
H 3.90187 -1.75075 1.12191
H 3.49410 -0.34085 2.08838
C 10.15283 0.17158 -6.90062
C 9.22733 0.57249 -5.76249
N 7.82672 0.31215 -6.04776
C 6.91851 0.94141 -5.10375
C 6.95369 0.47521 -3.64413
C 7.50528 -1.05489 -6.42626
C 7.86620 -2.17667 -5.44343
H 9.84478 0.64729 -7.83274
H 11.17248 0.48557 -6.67398
H 10.17161 -0.90773 -7.05551
H 9.32085 1.64922 -5.59489
H 9.57670 0.08749 -4.83654
H 5.90275 0.82605 -5.49222
H 7.12784 2.01533 -5.12794
H 6.48966 -0.50217 -3.51348
H 6.40123 1.17939 -3.01794
H 7.97329 0.42461 -3.25915
H 7.99734 -1.26359 -7.37888
H 6.43413 -1.08731 -6.64131
H 8.87065 -2.04775 -5.03681
H 7.84313 -3.13853 -5.95920
H 7.17056 -2.23793 -4.60797
C -6.94697 -0.75675 4.99580
C -7.11278 0.36165 3.97882
N -8.16444 1.30411 4.31949
C -8.51499 2.19346 3.22598
C -7.45468 3.18156 2.72492
C -8.05573 1.91783 5.63370
C -6.77670 2.70125 5.95641
H -7.89532 -1.27122 5.16028
H -6.21916 -1.48174 4.62778
H -6.58396 -0.38993 5.95653
H -7.38946 -0.08567 3.01868
H -6.13426 0.84324 3.82386
H -9.41061 2.74734 3.52134
H -8.81841 1.55999 2.38566
H -7.30662 4.01047 3.41585
H -7.77263 3.60615 1.77061
H -6.49147 2.69568 2.56330
H -8.17236 1.12989 6.38102
H -8.92550 2.56774 5.76027
H -5.88328 2.16263 5.63661
H -6.69981 2.85035 7.03502
H -6.76197 3.68501 5.48959
```

# 5
The following is a DFT calculation (ωB97M-V with the def2-TZVPD basis set) of a structure of composition C6H7F3N2 in a non-equilibrium geometry.

Molecular weight   164.13 u
Kohn-Sham gap   8.8 eV
Energy relative to the best compared isomer or geometry (same formula, charge and spin)   51.1 kcal per mole
Energy   -641.85784 a.u.
Multiplicity   1

XYZ file:
```
18
C6H7F3N2, DFT ωB97M-V with the def2-TZVPD basis set
C 1.22335 -1.04374 0.87242
C 0.91221 -0.43558 1.95587
C -0.79907 0.86509 1.36731
C 0.43608 -0.96388 -0.36308
C -0.35014 0.83960 -0.10975
C -1.48158 0.95936 -1.01259
N -0.18057 0.32492 2.31366
N 1.20942 -0.80571 -1.54018
F -1.11478 0.88665 -2.28944
F -2.37872 -0.02782 -0.83235
F -2.21803 2.09463 -0.93569
H 1.97624 -1.87686 0.77473
H 1.55491 -0.59536 2.82695
H -1.78178 1.27386 1.61328
H -0.43295 -1.56050 -0.44579
H 0.50035 1.45850 -0.37873
H 0.86381 -1.23413 -2.31762
H 2.06124 -0.15904 -1.49900
```

# 6
The following is a DFT calculation (ωB97M-V with the def2-TZVPD basis set) of a cluster of 9 separate species, C17H47NO8S5 in total in a non-equilibrium geometry.

Molecular weight   553.90 u
Kohn-Sham gap (alpha / beta)   7.1 / 2.3 eV
Net charge   +1
Energy   -3322.89652 a.u.
Multiplicity   2

XYZ file:
```
78
C17H47NO8S5, DFT ωB97M-V with the def2-TZVPD basis set
C -6.28521 0.55832 1.12311
O -5.56526 -0.65226 0.79075
H -7.18644 0.67508 0.52124
H -6.56715 0.44302 2.16968
H -5.68034 1.45655 0.99898
H -4.73542 -0.70396 1.27063
C 2.41232 3.79688 0.61270
O 2.46760 2.60266 1.38579
H 2.48230 3.55896 -0.44871
H 1.40995 4.22473 0.63016
H 2.94971 4.65380 1.01892
H 3.16345 2.04060 1.03725
C 3.33072 -3.02420 -0.58295
O 4.23028 -2.52540 0.37241
H 2.51058 -2.36376 -0.86455
H 3.99296 -3.32245 -1.39571
H 2.97144 -4.01786 -0.31524
H 5.02892 -3.03643 0.22206
N 1.60728 0.39804 -4.12133
C 2.15415 0.20493 -2.90259
C 3.51070 -0.01509 -3.03309
C 3.76094 0.03670 -4.35061
C 2.60245 0.19716 -5.07546
H 0.62475 0.55109 -4.29827
H 1.46961 0.03449 -2.08481
H 4.10724 -0.18946 -2.14984
H 4.70706 -0.00756 -4.86955
H 2.40162 0.25142 -6.13523
C 3.80037 1.59627 4.33988
S 5.58119 1.14395 4.05132
O 6.46296 1.55027 5.21264
C 5.22328 -0.69147 4.22451
H 3.03237 1.18241 3.68644
H 3.88440 2.68281 4.31786
H 3.48617 1.35038 5.35423
H 4.32867 -1.05784 3.72099
H 5.19144 -0.92918 5.28779
H 6.12107 -1.26135 3.98510
C -1.73348 -1.34622 -2.39384
S -3.17650 -1.92070 -3.43491
O -3.82444 -2.98586 -2.65392
C -4.05992 -0.31405 -3.32118
H -0.89040 -2.03192 -2.47828
H -2.20175 -1.18621 -1.42265
H -1.47036 -0.33694 -2.71042
H -4.84275 -0.17619 -4.06702
H -3.36884 0.51677 -3.46345
H -4.58483 -0.20214 -2.37248
C -2.60145 4.89457 0.26214
S -1.98505 4.59932 -1.46001
O -3.24791 4.04226 -2.14663
C -1.80081 6.36756 -2.01012
H -3.08236 3.99743 0.65196
H -3.44628 5.58327 0.27097
H -1.83669 5.14984 0.99567
H -1.06971 6.92562 -1.42517
H -2.68876 6.97526 -1.83590
H -1.60026 6.47468 -3.07615
C -1.93420 -4.19302 1.72330
S -0.94932 -5.72312 2.15926
O -1.51982 -6.18627 3.48055
C -1.62464 -6.93254 0.88515
H -1.69207 -3.48914 2.51955
H -3.02360 -4.20077 1.75866
H -1.54514 -3.74879 0.80711
H -1.25027 -7.93514 1.09188
H -1.18146 -6.65749 -0.07195
H -2.70443 -6.79963 0.95207
C 0.57953 -1.03033 1.35515
S -1.11960 -0.23401 1.65191
O -2.13124 -1.15149 1.02390
C -1.02383 1.15963 0.45073
H 0.82789 -1.01504 0.29393
H 0.41118 -2.03683 1.73818
H 1.32806 -0.50154 1.94521
H -1.92589 1.76771 0.51885
H -0.85026 0.70694 -0.52550
H -0.14666 1.78225 0.62686
```

> Which of these has the lowest energy?

C17H47NO8S5

> Which of these has the lowest molecular weight?

C3H2N2